# 1
14
Properties=species:S:1:pos:R:3:forces:R:3 method="wB97M-V/def2-TZVPD" smiles="CC[C@H](S)C=S" multiplicity=1 lumo_ha=-0.01373 homo_ev=-8.9 gap_ev=8.5
H -1.706334 0.966123 -0.259247 -0.057 0.298 -0.737
H -0.787850 -1.808539 0.549785 0.222 0.086 0.453
H -0.267803 0.394739 1.231210 0.627 -0.122 0.828
C 0.278221 -1.579991 0.615816 2.573 -0.443 1.554
C 0.579483 -0.032285 0.669627 -4.683 -1.799 -1.427
H 0.832401 -2.041411 1.571352 -1.746 0.761 -1.888
H -0.385508 2.578213 0.434543 1.607 0.071 -1.187
H 1.477246 0.260875 1.063130 2.268 0.490 0.960
S -1.815645 -0.503393 -2.055104 -0.252 -0.367 -1.184
H 0.755393 -2.121400 -0.231227 -0.157 0.656 0.314
C 0.321927 0.657374 -0.668031 1.691 -0.257 -0.826
S 0.701591 2.391445 -0.492120 -1.576 1.218 1.293
H 1.125392 0.318290 -1.346603 -0.853 -0.148 -0.385
C -1.108513 0.519962 -1.083131 0.334 -0.443 2.231

***

# 2
13
Properties=species:S:1:pos:R:3:forces:R:3 method="wB97M-V/def2-TZVPD" multiplicity=1 lumo_ha=-0.00238 homo_ev=-9.2 gap_ev=9.1
H 0.528931 1.272328 -1.246501 -2.576 -1.593 2.251
C -1.847538 0.400164 -0.937022 -2.070 1.602 -0.856
H -3.712060 0.378443 -2.146193 -1.749 -0.099 -1.125
Si 0.431955 -0.984727 0.193632 0.592 1.667 -2.046
H 0.989260 -1.463282 -1.120294 -0.524 -0.181 0.385
H 1.226108 0.374933 1.906813 0.233 0.010 -0.291
H 2.413776 -0.851302 1.753542 -0.571 0.405 -0.941
H -0.565686 1.389591 0.583902 -0.677 -0.941 -0.688
C -2.886996 0.540778 -1.570910 3.377 -0.781 2.038
C -0.673938 0.556218 -0.159962 3.577 0.950 -1.736
H -0.171278 -2.030860 0.953329 -0.552 -0.683 0.535
H 2.492646 0.590868 0.679892 -1.103 -1.046 -0.030
C 1.774819 -0.173152 1.109771 2.041 0.691 2.502

***

# 3
16
Properties=species:S:1:pos:R:3:forces:R:3 method="wB97M-V/def2-TZVPD" multiplicity=1 lumo_ha="0.01266 / -0.06791" homo_ev="-9.5 / -6.7" gap_ev="9.8 / 4.9"
S -0.412574 -4.091743 -0.227268 -0.525 -0.327 -0.182
C 0.941927 0.681083 -0.240287 -0.951 -0.595 3.876
H 1.224059 -0.495573 1.736060 -0.500 0.037 -2.077
C -1.509891 0.914503 -0.432256 -0.758 -0.046 -0.147
H -0.346636 2.042674 1.081274 0.161 -0.471 -0.651
H 1.731920 -1.413798 0.275398 -0.988 0.849 -0.111
O -0.321253 -1.227767 0.577631 0.454 -0.851 0.411
C 0.955786 -0.656697 0.601342 2.159 1.539 1.831
H 0.833530 0.371770 -1.219356 0.261 -0.304 -2.354
H 1.821438 1.230029 -0.007971 1.038 0.277 -0.317
H -0.037825 2.414071 -0.654935 -0.317 0.861 0.249
C -0.294289 1.631843 0.047860 2.416 -0.362 0.031
H -1.458357 1.024366 -1.546732 -0.466 -0.706 0.770
H 0.630372 -3.312031 -0.007321 0.407 0.165 0.076
H -2.408092 1.487230 -0.098301 0.310 -0.939 -0.306
B -1.350115 -0.599959 0.114862 -2.702 0.872 -1.098

***

# 4
17
Properties=species:S:1:pos:R:3:forces:R:3 method="wB97M-V/def2-TZVPD" smiles=CN1[C@H](Br)C[NH2+][C@@H]1Br multiplicity=1 lumo_ha=-0.12586 total_charge=+1 homo_ev=-13.6 gap_ev=10.2
Br -1.079308 -0.300077 -2.347431 0.983 -0.293 0.704
C -0.492938 -1.641359 0.114071 -2.001 -1.102 1.739
H -1.459205 -1.954788 -0.288704 0.416 -0.746 0.188
H 0.949601 1.922580 -1.226449 -0.799 1.252 -0.623
H 0.074446 1.331171 1.667534 -0.181 -1.420 0.151
C 1.582816 1.316212 -0.634967 -1.990 2.595 2.521
C -0.275969 0.624223 0.885775 1.225 3.930 0.467
H 2.197355 0.912454 -1.306323 2.807 -2.114 -2.200
H 2.117359 1.953292 0.083333 -0.107 -0.345 -0.153
H -1.966637 -0.452522 0.971667 -1.269 0.475 -0.011
N -1.017696 -0.584506 1.237568 1.934 -0.457 -4.324
C 0.203067 -0.875640 -0.908194 0.502 4.668 1.110
N 0.766904 0.353502 0.008453 -2.752 -4.863 -1.051
H -0.989468 -0.868086 2.161567 0.575 -0.885 2.496
Br -1.745756 2.008115 0.339227 0.107 -0.421 -0.282
H 0.075276 -2.453972 0.593917 -0.252 0.530 -0.106
H 1.060152 -1.290597 -1.351042 0.800 -0.803 -0.626

***

# 5
19
Properties=species:S:1:pos:R:3:forces:R:3 method="wB97M-V/def2-TZVPD" multiplicity=1 lumo_ha=-0.33409 total_charge=+2 homo_ev=-17.7 gap_ev=8.6
H 2.657974 -0.621282 -0.157232 0.136 -0.012 -0.009
H -1.446660 2.478687 0.869340 0.014 0.093 0.104
O -1.157068 -1.744195 -0.748847 -0.210 0.077 -0.303
O -0.686870 -3.154681 1.151359 -0.087 0.079 0.109
S -0.110256 -2.762758 -0.096572 0.327 -0.114 0.468
H 0.879409 0.685499 1.118492 1.142 2.760 -2.736
C 1.590898 -0.543991 -0.340898 0.090 -0.366 0.131
H -1.326204 0.813769 1.413202 -0.195 -0.126 -0.095
Br -1.204563 -1.780805 -2.604718 -0.051 -0.078 0.053
C -1.417405 1.455304 0.505523 0.152 0.086 0.165
C -0.311255 1.244048 -0.528718 -0.085 -0.037 -0.024
H 1.778590 1.586317 -0.050782 0.139 0.012 0.070
H -0.149207 2.189001 -1.036215 -0.049 0.042 -0.184
H -2.400054 1.215889 0.115240 -0.122 -0.042 -0.010
H -0.633412 0.527529 -1.277709 0.052 0.030 0.002
H 1.424965 -0.750373 -1.395416 -0.197 -0.183 -0.022
O 0.948004 -1.522835 0.553906 0.032 0.628 -0.142
C 1.033244 0.802503 0.066094 0.201 0.508 -1.214
Ca 0.529869 -0.117627 2.443947 -1.287 -3.356 3.635

***

# 6
15
Properties=species:S:1:pos:R:3:forces:R:3 method="wB97M-V/def2-TZVPD" multiplicity=1 lumo_ha=-0.17544 total_charge=+1 homo_ev=-14.6 gap_ev=9.8
H -1.161988 0.321906 1.441314 -0.799 -0.256 -0.485
C -1.415191 0.054148 0.392897 3.301 2.145 1.673
H -1.502387 1.041887 -1.649559 -0.451 0.268 0.772
Br 1.194719 -3.615091 0.683117 -0.263 -1.267 0.964
H -2.255439 -0.479795 0.201053 -2.114 -2.026 -0.417
C -0.161768 -0.031957 -0.343081 -0.578 1.083 -0.462
C -1.079899 1.130202 -0.635584 2.449 -0.202 -0.946
H 0.682675 2.145385 -0.102538 2.094 -0.188 0.563
H -0.669466 2.902793 0.674200 -0.248 -0.291 0.283
N 1.096384 -0.322393 -0.414445 -1.339 -2.084 1.132
H -0.299984 3.214424 -0.961758 -0.299 0.008 -0.655
H 1.565238 -0.024805 -1.269104 0.558 0.075 0.571
H 1.462356 -1.109271 0.232326 -0.363 1.523 -1.600
C -0.303406 2.427577 -0.228603 -2.202 -0.027 -0.374
H 0.961247 -4.674074 1.713880 0.258 1.240 -1.021